(1)
Density functional theory data (the ωB97M-V functional and the def2-TZVPD basis) for a molecular structure, C19H43OP3SeTi.

The value obtained for the gap between HOMO and LUMO (alpha / beta) is 7.1191 / 4.8872 eV. The expectation value of S² is 0.8143. The calculated total energy is -138748.764 eV.

ORCA input file:
```
! wB97M-V def2-TZVPD RIJCOSX def2/J DEFGRID3
* xyz 3 2
C -0.78687 -0.29892 4.20462
H 2.78544 -3.63536 -0.93878
C 1.31444 4.60264 -3.93823
H 1.78252 -2.61625 -2.04975
Ti -0.03178 -0.10001 0.60588
C 1.20249 3.43686 -3.14203
H -2.25796 -3.07736 2.13548
H -0.72637 0.79096 4.26906
H 0.69421 2.46217 -0.33598
C 2.52339 2.75214 2.51152
H -0.72140 1.91353 -1.37169
O 1.61058 0.59455 1.72852
H -0.68255 2.55156 1.65388
H -3.59224 -0.36403 3.63691
C 2.28164 -2.66308 -1.06997
H 1.57663 -2.78307 2.66948
C 1.70629 2.19868 -3.63123
H -3.80437 0.44708 -0.13611
H -3.86459 -0.12043 -1.83322
H 1.84993 1.08065 3.75692
H -0.70454 -3.06708 3.00104
C -2.93768 -2.40548 -0.32980
C -1.36651 -1.40038 -2.44200
C -3.22007 0.29230 -1.05013
H 0.22509 -0.70330 4.31993
C 1.56657 1.62586 2.85570
H -2.79130 1.24547 -1.36966
C 2.13812 -2.84793 1.72645
C -0.26134 1.90010 -0.37015
H -2.14652 1.96437 0.76811
H 3.01000 -1.84353 -1.04096
H 2.92257 3.29163 -6.66410
C 1.91475 4.53513 -5.20424
H -3.79510 -0.48222 1.86316
H -0.51347 -4.19850 0.95997
H -0.42665 -4.04378 -0.81226
H -2.26554 -1.35501 -3.06945
H 2.71929 1.23780 -5.28352
C -1.68610 -2.58406 2.92582
H 0.91911 -4.82932 0.08021
H -3.60370 -2.56083 -1.18904
H 0.73566 3.46763 -2.15689
P 1.07585 -2.45372 0.29194
C 2.43294 3.32252 -5.68350
H -0.60451 -0.69399 -2.81344
H -2.32051 -3.29885 -0.18564
H 1.05154 0.70525 -1.26436
H 2.23344 3.25217 1.57959
H 1.97436 5.45530 -5.80763
H -1.43839 -0.67664 5.00358
H 2.50295 3.51726 3.29760
P -1.90303 -0.95097 -0.75643
C -1.05970 1.94980 0.82493
H 2.54014 -3.86729 1.60230
H -3.10425 0.98401 2.57860
H 0.92234 5.56259 -3.53218
C 0.16397 -4.02702 0.11366
C -3.15208 -0.10640 2.66524
H -3.53628 -2.21554 0.56844
P -1.45230 -0.79810 2.56891
H 2.50584 0.18565 1.77959
Se 1.67032 0.48151 -2.73893
H -0.94958 -2.41636 -2.44481
H 3.53932 2.36620 2.41812
C 2.31923 2.17176 -4.90145
H 2.97507 -2.13507 1.77862
H 0.53697 1.96071 2.93056
H -2.21572 -2.68598 3.88331
*
```

Results of the Mulliken charge analysis, in e, for atoms 1 through 8: atom 1 (C): -1.366, atom 2 (H): 0.522, atom 3 (C): -0.681, atom 4 (H): 0.382, atom 5 (Ti): -0.841, atom 6 (C): 0.111, atom 7 (H): 0.331, atom 8 (H): 0.359

---

(2)
Density functional theory data (the ωB97M-V functional and the def2-TZVPD basis) for 6 unconnected molecules or ions with the total composition C15H28NO18S2.

The value obtained for the gap between HOMO and LUMO is 8.1966 eV. The relative energy (zero: lowest compared OMol25 entry of this formula, charge and spin) is 333.0 kJ/mol. The calculated total energy is -76014.298 eV.

ORCA input file:
```
! wB97M-V def2-TZVPD RIJCOSX def2/J DEFGRID3
* xyz -1 1
H 0.18258 1.19042 -1.45248
H -3.71542 3.39842 0.34952
H 2.20058 1.46742 -3.72948
C 5.88058 -4.90858 -0.94548
O 5.99358 -2.35158 -0.91648
S 2.77258 2.19542 0.05252
H -1.33242 1.64342 -2.98648
H -1.89142 3.77842 0.30052
C -3.89142 2.95642 -3.38748
O -2.98742 -3.73158 3.34652
C 1.14058 1.19142 -3.44148
O -4.34342 -2.18858 3.03652
S 5.10558 -3.41558 -1.00148
H 2.73958 -1.98158 -0.22548
H -1.64642 -2.52658 2.45852
O -4.60942 3.80342 -4.02448
C 1.36458 1.05242 -1.98148
C 2.40258 -2.58658 1.83552
O 4.13858 -3.41158 0.31252
O -0.26942 -0.65858 0.88652
H 3.83158 -1.41158 0.79152
C 3.34758 -2.21258 0.63352
H 4.32458 3.43142 1.09552
C 3.96358 3.53642 0.06252
O 2.30258 2.01242 -1.67048
O -2.69142 4.53442 1.83552
C -3.44242 0.94442 -2.33648
H 5.33258 -5.64258 -1.36248
H 0.79558 2.17342 -3.51048
H 1.53158 -1.93058 1.79352
O -2.72642 3.17142 -2.73748
C -2.67842 2.16142 1.75152
H -3.28642 -1.09758 1.90652
H -4.30142 -2.40458 1.09752
H 4.65658 3.70942 -0.64248
O -3.03242 2.77742 2.96952
H -3.49342 1.52942 1.44452
H 2.05458 -3.45358 1.76852
H 6.73958 -4.75258 -1.56948
C -3.05942 4.03542 2.99052
O -3.18142 4.71942 3.92952
C -3.60142 -2.13658 1.89252
O -4.61842 -3.30758 4.85552
H -3.94142 0.75842 -1.27248
O -0.74142 -2.32158 -0.46548
H 5.94058 -5.14058 0.03852
O 1.59658 2.65842 0.79352
H 1.85758 0.12542 -1.78848
C -3.99842 -3.02158 3.83652
O -4.27342 1.54942 -3.22348
H 0.66758 0.31442 -3.86348
H 3.02458 -2.56958 2.91452
O 3.66958 1.08742 0.39752
C -2.71542 3.48742 0.89452
O 4.14558 -3.51958 -2.16748
H -2.34542 -3.91558 1.29652
H -1.74142 2.07242 -1.47048
H -3.22342 0.02742 -2.70348
H 3.55058 4.42242 -0.11548
C -2.19442 1.97742 -2.36448
C -2.57542 -3.04958 2.23152
N -0.95342 -1.16458 -0.04048
H -1.69742 1.50942 1.83552
O -2.05342 -0.59058 -0.23848
*
```

Results of the Mulliken charge analysis, in e, for atoms 1 through 8: atom 1 (H): -0.221, atom 2 (H): 0.134, atom 3 (H): 0.461, atom 4 (C): -1.050, atom 5 (O): -0.621, atom 6 (S): 1.202, atom 7 (H): -0.165, atom 8 (H): 0.223

---

(3)
Density functional theory data (the ωB97M-V functional and the def2-TZVPD basis) for a single C7H13N molecule.

The value obtained for the gap between HOMO and LUMO is 9.4287 eV. The relative energy (zero: lowest compared OMol25 entry of this formula, charge and spin) is 216.2 kJ/mol. The calculated total energy is -8957.692 eV.

ORCA input file:
```
! wB97M-V def2-TZVPD RIJCOSX def2/J DEFGRID3
* xyz 0 1
H 3.35405 -1.29092 0.68954
N -1.90059 0.09117 0.51903
C -1.29444 1.37741 0.25579
H 2.45808 1.41429 -0.43474
C 3.26948 0.74838 -0.15275
C 1.42936 -0.91833 -0.11324
C -2.75523 -0.27250 -0.57582
H -3.53812 0.45932 -0.73816
H -0.74206 1.43220 -0.74347
H -0.18029 -1.68299 -1.16560
C 2.65631 -0.57031 0.19666
H -3.23969 -1.21632 -0.39115
H -2.09650 2.14458 0.21437
C 0.16941 -1.16466 -0.28238
H -0.37492 -0.67590 1.75008
H 3.89500 1.12190 0.69565
H -2.21248 -0.35598 -1.52638
H -1.37693 -1.90393 0.92587
H 3.93332 0.59629 -1.01607
H -0.56141 1.59823 1.06977
C -0.89236 -0.93193 0.82300
*
```

Results of the Mulliken charge analysis, in e, for atoms 1 through 8: atom 1 (H): 0.297, atom 2 (N): -0.029, atom 3 (C): -0.849, atom 4 (H): 0.288, atom 5 (C): -0.940, atom 6 (C): -0.072, atom 7 (C): -0.995, atom 8 (H): 0.332

---

(4)
Density functional theory data (the ωB97M-V functional and the def2-TZVPD basis) for a molecular structure, C4H4FP.

The value obtained for the gap between HOMO and LUMO (alpha / beta) is 7.4712 / 8.0978 eV. The relative energy (zero: lowest compared OMol25 entry of this formula, charge and spin) is 644.3 kJ/mol. The calculated total energy is -16211.827 eV.

ORCA input file:
```
! wB97M-V def2-TZVPD RIJCOSX def2/J DEFGRID3
* xyz 0 1
H 0.52826 2.33457 0.57653
C 1.19909 0.24318 0.67167
F 1.76693 0.00070 1.87704
H -1.20798 1.38393 -1.10213
C -0.39242 0.83609 -0.63205
H -1.92430 -2.05537 0.43748
P 0.01674 -0.90349 -0.36903
C -1.34683 -1.87660 -0.37863
H 0.91547 -1.30563 -1.36446
C 0.44503 1.34262 0.28357
*
```

Results of the Mulliken charge analysis, in e, for atoms 1 through 8: atom 1 (H): 0.431, atom 2 (C): 0.162, atom 3 (F): -0.234, atom 4 (H): 0.406, atom 5 (C): -0.318, atom 6 (H): 0.319, atom 7 (P): 0.300, atom 8 (C): -0.708